# 1
The following is a DFT calculation (ωB97M-V/def2-TZVPD) of a structure of composition C28H43N4O3ReS3Si4 in a non-equilibrium geometry.

Each line ends with the Löwdin charge.
Positions of all 86 atoms, in Å:
Re (0.586481, -1.392396, 0.859377)  1.109
N (2.180869, -2.801664, 1.256847)  -0.084
C (2.214148, -2.995104, 2.735066)  -0.121
C (1.953807, -1.666102, 3.425548)  -0.538
O (2.517850, -1.343480, 4.448711)  0.078
N (1.025095, -0.915424, 2.744379)  -0.145
C (0.778085, 0.441975, 3.205696)  -0.112
C (0.183853, 1.288010, 2.105774)  -0.527
O (0.253195, 2.482016, 2.134374)  0.083
O (-0.473335, 0.611656, 1.097552)  -0.389
H (3.049014, -2.358850, 0.966467)  0.041
H (2.134541, -3.685547, 0.773503)  0.109
H (1.406981, -3.678236, 2.994044)  0.126
H (3.161498, -3.396144, 3.084347)  0.126
H (0.058642, 0.479213, 4.028977)  0.135
H (1.685276, 0.918432, 3.562441)  0.136
C (-0.784927, 1.881002, -2.913673)  -0.212
Si (-2.006349, 0.881032, -1.921474)  0.382
C (-3.739578, 1.339130, -2.491565)  -0.211
C (-1.769595, -0.933032, -2.294234)  -0.228
Si (-1.957814, 1.457726, 0.362909)  0.596
Si (-3.564495, 0.369853, 1.664537)  0.397
C (-2.996567, 0.267605, 3.446507)  -0.199
C (-3.813364, -1.358178, 1.010884)  -0.202
C (-5.169153, 1.334306, 1.629426)  -0.216
Si (-1.969187, 3.787906, 0.664495)  0.390
C (-2.229013, 4.381166, 2.416073)  -0.201
C (-3.525672, 4.280066, -0.274669)  -0.211
C (-0.532679, 4.661823, -0.138745)  -0.197
H (-0.944204, 1.683760, -3.979510)  0.040
H (0.245037, 1.606145, -2.664583)  -0.004
H (-0.903925, 2.954943, -2.743568)  0.011
H (-3.923711, 0.882766, -3.470609)  0.038
H (-3.863479, 2.422373, -2.596860)  0.013
H (-4.515815, 0.977857, -1.804161)  0.024
H (-1.592022, -1.060228, -3.367937)  0.044
H (-2.650309, -1.521739, -2.012509)  0.031
H (-0.916700, -1.347639, -1.754612)  -0.067
H (-2.230607, -0.506825, 3.577956)  0.029
H (-3.848561, 0.016988, 4.086970)  0.038
H (-2.585364, 1.223494, 3.795748)  0.031
H (-2.850161, -1.874917, 0.987090)  -0.015
H (-4.211458, -1.353504, -0.011371)  0.035
H (-4.501952, -1.928439, 1.644811)  0.044
H (-5.093271, 2.229572, 2.256060)  0.027
H (-5.985429, 0.716065, 2.021135)  0.036
H (-5.448317, 1.654522, 0.618393)  0.018
H (-3.076126, 3.869804, 2.890127)  0.023
H (-2.449537, 5.453094, 2.405869)  0.037
H (-1.344581, 4.213258, 3.027860)  0.023
H (-4.418415, 3.781414, 0.125685)  0.020
H (-3.460076, 4.039825, -1.342186)  0.010
H (-3.680611, 5.362190, -0.185997)  0.039
H (0.424777, 4.316961, 0.260148)  0.029
H (-0.614911, 5.737558, 0.048786)  0.038
H (-0.531936, 4.504975, -1.220750)  0.014
S (6.826137, 0.663946, 0.790354)  0.603
C (5.488833, 0.290220, -0.090501)  -1.108
S (3.907872, 0.034675, 0.615066)  0.954
C (3.193330, -0.258745, -0.969412)  -1.048
N (4.060210, -0.166803, -1.912549)  0.017
N (5.324404, 0.129428, -1.435168)  -0.150
C (6.322963, 0.390792, -2.439145)  -0.218
C (5.987929, 1.222809, -3.497423)  -0.016
C (6.935552, 1.504326, -4.470905)  -0.078
C (8.207946, 0.954238, -4.384357)  -0.089
C (8.523132, 0.106898, -3.330890)  -0.075
C (7.579273, -0.183853, -2.354683)  -0.043
S (1.503080, -0.569346, -1.266027)  0.582
H (4.986810, 1.628324, -3.555691)  0.113
H (6.681217, 2.163398, -5.292350)  0.104
H (8.951502, 1.181382, -5.139867)  0.102
H (9.511479, -0.332607, -3.263834)  0.105
H (7.815555, -0.853337, -1.540708)  0.098
C (-0.590250, -2.704391, 0.617746)  -0.239
C (-1.409461, -3.878191, 0.410673)  -0.330
C (-2.243267, -4.388213, 1.411706)  -0.064
C (-2.976417, -5.543373, 1.191767)  -0.078
C (-2.873397, -6.214360, -0.020934)  -0.084
C (-2.045347, -5.720413, -1.021364)  -0.078
C (-1.330495, -4.550501, -0.816120)  -0.044
H (-2.295885, -3.868067, 2.363008)  0.115
H (-3.631255, -5.922691, 1.968141)  0.105
H (-3.436080, -7.127034, -0.185074)  0.104
H (-1.966998, -6.244498, -1.966431)  0.104
H (-0.694335, -4.137043, -1.590603)  0.114

Cartesian forces (eV/Å) of the 2 atoms listed first:
Re -1.5 -1.9 -0.4
N 0.0 0.5 0.4

Summary:
electronic energy: -3968.43842 a.u.
HOMO energy: -7.5145 eV
Kohn-Sham gap: 7.47 eV
total charge: 0

---

# 2
The following is a DFT calculation (ωB97M-V/def2-TZVPD) of a cluster of 7 separate species, C28H44BF7NO28S6 in total in a non-equilibrium geometry.

Each line ends with the Löwdin charge.
Positions of all 115 atoms, in Å:
C (8.671886, 1.653960, 0.138180)  -0.129
C (8.024628, 3.125326, -0.273117)  -0.289
C (8.975912, 4.131459, -1.152278)  -0.083
C (6.646390, 3.410749, 0.209694)  -0.067
C (5.766939, 4.771885, -0.203975)  -0.188
C (5.514594, 4.916919, -1.817001)  -0.195
C (3.960404, 5.192729, -2.258373)  -0.349
C (3.785936, 5.782147, -3.797740)  -0.129
C (3.136021, 6.204193, -1.228276)  -0.168
C (1.994041, 5.238643, -0.498271)  -0.113
B (1.220749, 5.959697, 0.760798)  -0.830
F (2.010730, 5.656420, 2.016879)  -0.055
N (1.145845, 7.473391, 0.670600)  0.191
C (2.047832, 7.980550, 1.610778)  -0.081
O (3.045002, 8.450145, 2.365164)  -0.043
C (-0.286286, 5.227256, 0.846394)  -0.036
O (-1.325900, 6.071597, 0.615025)  -0.026
C (-0.443958, 3.634792, 1.231379)  -0.109
F (0.897652, 2.965934, 1.420835)  0.007
F (-1.066705, 3.612530, 2.608090)  -0.008
C (-1.464843, 2.790975, 0.265637)  -0.090
F (-1.827719, 1.544384, 1.037089)  0.001
F (-2.779643, 3.513608, 0.086021)  0.020
C (-0.906697, 2.487899, -1.245112)  -0.083
F (0.470606, 1.891806, -1.281309)  0.029
F (-0.966131, 3.807117, -1.979390)  0.021
C (-1.855975, 1.460350, -2.129686)  -0.143
O (-1.765023, 1.607948, -3.480715)  0.000
O (-2.744335, 0.425476, -1.579101)  0.027
H (9.783405, 1.523308, -0.209398)  0.075
H (7.982810, 0.829493, -0.337734)  0.078
H (8.566476, 1.551687, 1.319156)  0.077
H (9.343713, 3.501590, -2.094916)  0.092
H (9.942514, 4.339281, -0.489140)  0.042
H (8.456325, 5.137801, -1.456663)  0.076
H (6.161704, 2.638592, 0.975527)  0.112
H (6.359502, 5.747694, 0.134919)  0.117
H (4.799216, 4.724356, 0.452015)  0.102
H (5.857838, 3.885894, -2.308075)  0.120
H (6.161163, 5.797085, -2.238713)  0.101
H (3.404708, 4.138797, -2.264712)  0.130
H (2.654582, 6.115545, -3.901158)  0.076
H (4.470522, 6.716014, -3.973087)  0.075
H (3.933987, 4.937237, -4.627225)  0.078
H (2.531555, 7.014234, -1.837106)  0.109
H (3.829508, 6.763830, -0.469912)  0.113
H (2.534575, 4.224146, -0.218307)  0.109
H (1.188671, 5.023573, -1.324132)  0.103
H (-2.810477, -0.380998, -2.169876)  0.123
C (-5.448802, -2.396106, -2.926702)  -0.183
C (-6.185032, -3.710614, -2.682260)  -0.162
O (-5.401995, -4.704657, -3.339155)  -0.182
S (-3.831559, -4.268386, -3.277315)  0.684
O (-3.213770, -4.962361, -2.169225)  -0.247
O (-3.296926, -4.294430, -4.618915)  -0.229
O (-4.060936, -2.714686, -2.839933)  -0.198
H (-5.648255, -2.013886, -3.933019)  0.101
H (-5.711549, -1.632550, -2.189667)  0.140
H (-7.203170, -3.697701, -3.078490)  0.138
H (-6.213252, -3.953896, -1.614857)  0.110
C (-8.328637, 1.585491, -5.413720)  -0.170
C (-6.905990, 1.264294, -5.863861)  -0.165
O (-6.531825, 0.106547, -5.120623)  -0.198
S (-7.858613, -0.804231, -4.855025)  0.674
O (-7.899013, -1.845745, -5.857396)  -0.224
O (-7.953767, -1.070852, -3.438600)  -0.234
O (-8.970094, 0.322179, -5.247086)  -0.190
H (-8.329669, 2.098226, -4.446430)  0.135
H (-8.866491, 2.192464, -6.146913)  0.138
H (-6.212666, 2.086584, -5.671737)  0.143
H (-6.878110, 1.006144, -6.927774)  0.135
C (-1.265380, -6.685361, 0.486238)  -0.170
C (-2.172815, -7.682304, -0.229573)  -0.175
O (-1.527827, -8.945438, -0.083754)  -0.193
S (-0.731251, -8.972450, 1.339328)  0.675
O (-1.567570, -9.640062, 2.311950)  -0.249
O (0.639947, -9.350884, 1.088320)  -0.240
O (-0.781106, -7.370853, 1.639829)  -0.200
H (-0.405804, -6.417227, -0.136483)  0.136
H (-1.799309, -5.777188, 0.778501)  0.137
H (-2.308354, -7.438196, -1.285893)  0.131
H (-3.151563, -7.744674, 0.257761)  0.121
C (-6.689640, -6.449478, 2.425346)  -0.174
C (-6.784072, -5.002870, 1.947719)  -0.175
O (-6.380423, -5.034131, 0.580653)  -0.207
S (-6.822685, -6.463008, -0.069839)  0.669
O (-8.073715, -6.272287, -0.769610)  -0.233
O (-5.661570, -7.064809, -0.683066)  -0.233
O (-7.135257, -7.243387, 1.327017)  -0.186
H (-5.653312, -6.724743, 2.646253)  0.135
H (-7.310120, -6.634705, 3.306238)  0.129
H (-6.143032, -4.331336, 2.523811)  0.104
H (-7.817207, -4.641687, 1.986578)  0.142
C (13.036083, 2.582855, 2.861982)  -0.176
C (12.379189, 3.480122, 3.907506)  -0.178
O (11.623367, 4.431208, 3.161217)  -0.188
S (11.089124, 3.725777, 1.791042)  0.689
O (9.729174, 3.285943, 2.010616)  -0.240
O (11.478579, 4.550244, 0.670783)  -0.248
O (12.060152, 2.416926, 1.834743)  -0.193
H (13.914100, 3.067188, 2.422600)  0.131
H (13.324973, 1.612194, 3.273848)  0.135
H (13.111210, 3.983102, 4.543845)  0.135
H (11.683016, 2.911679, 4.533244)  0.133
C (-4.363917, -5.964260, 6.710059)  -0.166
C (-5.020811, -5.066994, 7.755583)  -0.171
O (-5.776633, -4.115908, 7.009293)  -0.185
S (-6.310876, -4.821339, 5.639119)  0.683
O (-7.670826, -5.261173, 5.858693)  -0.229
O (-5.921421, -3.996871, 4.518860)  -0.236
O (-5.339848, -6.130190, 5.682820)  -0.199
H (-3.485900, -5.479928, 6.270676)  0.137
H (-4.075027, -6.934921, 7.121925)  0.140
H (-4.288790, -4.564013, 8.391922)  0.140
H (-5.716984, -5.635436, 8.381321)  0.134

Cartesian forces (eV/Å) of the 2 atoms listed first:
C -1.3 0.5 0.3
C -3.3 0.4 1.2

Summary:
electronic energy: -6367.36756 a.u.
HOMO energy: -5.6519 eV
Kohn-Sham gap: 6.89 eV
total charge: -1

---

# 3
The following is a DFT calculation (ωB97M-V/def2-TZVPD) of a structure of composition C28H44BrMgN3P2S in a non-equilibrium geometry.

Each line ends with the Löwdin charge.
Positions of all 80 atoms, in Å:
C (8.506436, -3.454061, 2.990927)  -0.007
C (8.208173, -2.945590, 1.710428)  -0.227
C (9.194644, -3.035211, 0.705398)  -0.010
C (10.434245, -3.602391, 1.032638)  -0.125
N (10.691115, -4.067133, 2.250540)  0.062
C (9.777257, -4.003450, 3.214242)  -0.121
C (6.919530, -2.376403, 1.429208)  0.077
C (5.826782, -1.925445, 1.129253)  0.036
C (4.531396, -1.551181, 0.740317)  -0.226
C (3.465872, -2.391471, 1.070624)  0.025
C (2.191570, -2.107352, 0.564526)  -0.131
C (2.090961, -1.056243, -0.322838)  -0.283
C (3.075439, -0.115455, -0.528011)  -0.139
C (4.346741, -0.399583, -0.027492)  0.011
Mg (0.505430, -0.002435, 0.580498)  0.192
P (-0.363303, -1.784669, -1.342887)  0.946
H (9.001882, -2.684841, -0.308356)  0.113
H (7.766953, -3.436826, 3.792632)  0.116
H (11.221543, -3.671021, 0.272543)  0.116
H (10.038921, -4.394889, 4.203576)  0.117
H (5.202405, 0.238141, -0.230326)  0.133
H (3.649283, -3.268129, 1.699373)  0.143
H (2.886980, 0.829194, -1.022725)  0.055
H (1.349528, -2.705036, 0.910251)  0.095
C (-1.862159, -1.402772, -2.366702)  -0.382
C (-2.111891, -2.161195, -3.674917)  -0.129
H (-1.807087, -0.317699, -2.555569)  0.051
H (-2.719592, -1.552557, -1.691685)  0.085
H (-3.089113, -1.863238, -4.076084)  0.089
H (-1.372519, -1.935014, -4.449765)  0.060
H (-2.145909, -3.244697, -3.526643)  0.060
C (0.885520, -2.247665, -2.629667)  -0.386
C (1.472194, -3.656565, -2.586520)  -0.111
H (1.696012, -1.509833, -2.493327)  0.043
H (0.434648, -2.046025, -3.612186)  0.058
H (2.277965, -3.714677, -3.333302)  0.085
H (1.914619, -3.907918, -1.611275)  0.070
H (0.718839, -4.411916, -2.848087)  0.072
C (-0.847512, -3.359947, -0.510032)  -0.394
C (-1.749672, -4.353370, -1.237029)  -0.131
H (-1.334991, -3.024417, 0.421397)  0.059
H (0.077466, -3.863587, -0.199066)  0.065
H (-1.922293, -5.215905, -0.581471)  0.088
H (-2.729412, -3.932749, -1.476799)  0.072
H (-1.300338, -4.747058, -2.154218)  0.063
Br (0.209775, 1.659041, -1.185433)  0.198
P (2.837563, 1.894906, -4.738097)  1.215
C (1.924564, 0.317231, -4.996207)  -0.370
C (1.273642, 0.287339, -6.385622)  -0.137
H (1.183355, 0.205546, -4.192127)  0.072
H (2.653139, -0.502043, -4.899729)  0.093
H (0.994116, -0.736633, -6.659680)  0.084
H (0.367925, 0.904979, -6.421615)  0.083
H (1.972123, 0.659925, -7.145633)  0.074
C (1.750775, 2.932703, -3.710418)  -0.457
C (1.937034, 4.440185, -3.892794)  -0.127
H (1.928658, 2.633037, -2.664664)  -0.020
H (0.713411, 2.651145, -3.948538)  0.072
H (1.115169, 4.968223, -3.396481)  0.088
H (2.877862, 4.785774, -3.451222)  0.081
H (1.919730, 4.695800, -4.957590)  0.078
C (4.272284, 1.438599, -3.677348)  -0.369
C (5.526188, 1.194249, -4.529761)  -0.138
H (4.016354, 0.560066, -3.068972)  0.074
H (4.442046, 2.282394, -2.992146)  0.097
H (6.420283, 1.174167, -3.896428)  0.086
H (5.469952, 0.239272, -5.065361)  0.080
H (5.653510, 1.994479, -5.269343)  0.076
S (-0.799016, -0.750177, 2.477887)  0.676
C (-2.149989, 0.298089, 2.568971)  -0.758
N (-3.438269, -0.103599, 2.652895)  0.044
C (-4.374897, 1.000186, 2.842220)  -0.111
C (-3.456990, 2.212186, 2.945314)  -0.111
N (-2.138109, 1.645536, 2.670741)  0.039
H (-3.704031, -1.073035, 2.559256)  0.153
H (-4.957415, 0.862812, 3.757757)  0.132
H (-5.059887, 1.068986, 1.991589)  0.130
H (-3.482884, 2.650632, 3.949760)  0.133
H (-3.710858, 2.986717, 2.214213)  0.130
H (-1.264738, 2.164261, 2.780882)  0.159

Cartesian forces (eV/Å) of the 2 atoms listed first:
C 0.2 0.0 -0.2
C 0.6 -0.3 0.2

Summary:
electronic energy: -5112.01003 a.u.
HOMO energy (spin up / spin down): -12.8603 / -12.8539 eV
Kohn-Sham gap (spin up / spin down): 4.30 / 6.09 eV
total charge: +2